A 2-piece molecular cluster, C4H8N4O overall in a non-equilibrium geometry, computed with ωB97M-V with the def2-TZVPD basis set.

Values from the calculation:
- net charge = 0
- HOMO energy (eV) = -6.985
- molecular weight (u) = 128.13
- E (a.u.) = -451.27396
- energy above the lowest of the compared OMol25 structures with the same formula, charge and spin (kJ/mol) = 641.4

Bonds (Å) are listed after each position.
Cartesian coordinates (Å):
1 C -0.384 0.422 1.245  C4 1.452, N13 1.234, O17 1.394
2 C -0.757 0.066 -0.959  C3 1.388, N14 1.376, O17 1.414
3 C 0.443 -0.612 -0.792  C2 1.388, C4 1.545, N15 1.363
4 C 0.799 -0.169 0.645  C1 1.452, C3 1.545, N16 1.452
5 H -0.665 2.110 2.151  N13 0.938
6 H -0.985 0.809 3.262  N13 1.204
7 H -2.209 -1.003 -2.048  N14 1.033
8 H -2.252 0.700 -2.188  N14 1.133
9 H 2.151 -1.264 -1.546  N15 1.107
10 H 0.807 -1.421 -2.759  N15 1.092
11 H 2.734 0.927 1.952  no bonds
12 H 2.197 -1.044 1.532  N16 1.055
13 N -0.545 1.181 2.205  C1 1.234, H5 0.938, H6 1.204
14 N -1.568 -0.192 -2.040  C2 1.376, H7 1.033, H8 1.133
15 N 1.065 -1.417 -1.699  C3 1.363, H9 1.107, H10 1.092
16 N 2.165 -0.070 1.129  C4 1.452, H12 1.055
17 O -1.275 0.680 0.205  C1 1.394, C2 1.414